(1)
Molecular formula: C44H60BBrF2IrN4O2SbSi3
Method: DFT, ωB97M-V/def2-TZVPD

Values from the calculation:
Net charge: -2
Energy relative to the best compared isomer or geometry (same formula, charge and spin) in eV: 0.000
E_LUMO (spin up / spin down) in eV: 3.63 / 3.63
Spin multiplicity: 5

XYZ file:
```
119
C44H60BBrF2IrN4O2SbSi3 | OMol25 | ωB97M-V/def2-TZVPD
Ir -0.17 -0.13 -0.12
Sb 0.11 -3.03 -1.86
Br 7.95 3.56 0.43
Si 2.64 -1.22 -4.69
Si 3.94 -0.85 -1.91
Si -2.46 -2.53 0.17
F 1.89 -1.90 1.13
F 1.83 0.11 2.06
O -1.20 0.42 3.08
O -2.65 2.21 2.83
N 3.77 1.59 -0.27
N 1.25 1.16 -1.64
N -1.36 1.47 0.82
N -3.51 -1.07 -2.12
C -3.42 3.11 -1.80
C 5.65 2.82 -1.15
C -2.01 2.46 0.06
C -3.44 -3.96 -0.61
C 5.33 2.68 1.22
C -2.72 1.73 4.10
C -4.22 -0.45 -3.06
C -3.68 0.22 -4.13
C 6.22 2.80 0.14
C -1.85 0.66 4.25
C 0.99 -0.87 1.46
C -1.45 -3.35 1.53
C -1.12 -3.88 -3.45
C 1.31 1.52 -4.01
C -2.45 -0.34 7.87
C -3.24 4.45 -1.50
C 3.45 -2.93 -4.56
C 4.39 2.38 -1.34
C -2.81 2.13 -1.03
C -2.16 -1.04 -2.18
C -1.37 -1.42 7.90
C 5.57 -0.60 -2.86
C 4.06 2.23 1.02
C -3.37 1.47 6.36
C -1.54 -0.38 -3.27
C 0.32 3.18 -2.59
C -2.29 0.25 -4.23
C 1.70 0.72 -2.88
C 0.67 2.37 -1.54
C -3.81 -1.01 8.13
C 0.64 2.70 -3.87
C -2.16 0.65 9.00
C 4.07 -2.60 -1.22
C -2.46 4.80 -0.41
C -1.39 -1.66 -1.10
C 2.53 -0.41 -3.03
C -3.49 2.16 5.15
C -2.50 0.39 6.52
C 4.15 0.14 -0.29
C -3.64 -1.38 1.10
C 3.67 -0.31 -6.00
C 0.99 -1.57 -5.55
C -1.72 -0.03 5.43
C -1.85 3.82 0.36
B -1.69 1.39 2.15
H -0.48 -4.41 -4.16
H 4.85 -2.61 -0.45
H 4.73 -0.28 -5.72
H -1.22 4.09 1.20
H -4.28 -4.24 0.03
H 4.50 -2.87 -4.27
H -4.02 2.81 -2.65
H 5.61 0.38 -3.33
H 3.58 -0.34 0.50
H -3.84 -3.68 -1.59
H -1.79 0.77 -5.04
H 5.70 -1.36 -3.63
H -4.61 -0.28 8.15
H -1.67 -3.10 -3.98
H -4.40 -1.97 1.61
H -0.58 -3.90 1.14
H -4.04 -1.73 7.33
H -4.32 0.71 -4.86
H 3.40 -3.41 -5.54
H -1.03 -0.85 5.49
H 3.35 0.73 -6.13
H -3.98 1.79 7.19
H 3.82 2.42 -2.26
H -3.80 -1.55 9.08
H 3.14 -2.91 -0.75
H -3.71 5.22 -2.11
H 1.17 -2.27 -6.37
H -4.17 2.99 5.04
H -3.09 -0.82 1.85
H -4.13 -0.68 0.43
H 0.46 2.69 -0.52
H -1.21 1.16 8.83
H -1.09 -2.63 2.26
H -2.30 5.84 -0.16
H 2.93 -3.56 -3.84
H -2.11 0.13 9.96
H 0.38 3.28 -4.75
H 0.42 -1.26 2.30
H -0.38 -1.00 7.70
H 0.53 -0.68 -5.98
H 4.34 -3.34 -1.98
H -1.84 -4.59 -3.04
H 3.29 2.12 1.76
H -0.46 -0.35 -3.31
H -2.09 -4.07 2.04
H 5.61 3.00 2.21
H -0.18 4.12 -2.41
H 6.41 -0.67 -2.17
H 2.76 1.57 -0.44
H -1.34 -1.88 8.89
H -2.80 -4.83 -0.72
H 0.26 -2.03 -4.88
H -1.56 -2.21 7.17
H 1.61 1.21 -5.00
H -2.93 1.42 9.08
H 3.60 -0.81 -6.98
H -2.95 1.08 -1.27
H 5.21 0.09 -0.02
H 6.19 3.27 -1.98
H -5.30 -0.51 -2.94
```


(2)
Molecular formula: H3IO3P
Method: DFT, ωB97M-V/def2-TZVPD

Values from the calculation:
Net charge: +1
Energy relative to the best compared isomer or geometry (same formula, charge and spin) in eV: 0.339
E_LUMO in eV: -5.67
Spin multiplicity: 1

XYZ file:
```
8
H3IO3P | OMol25 | ωB97M-V/def2-TZVPD
I 2.64 -0.06 -0.17
P 0.18 -0.12 -0.07
O -0.36 -0.97 -1.30
O -0.39 -0.76 1.21
O -0.57 1.28 -0.33
H -0.10 -0.49 2.03
H -0.11 2.01 -0.06
H -1.30 -0.89 -1.30
```


(3)
Molecular formula: C20H33N7O7PPm
Method: DFT, ωB97M-V/def2-TZVPD

Values from the calculation:
Net charge: +2
Energy relative to the best compared isomer or geometry (same formula, charge and spin) in eV: 0.171
E_LUMO (spin up / spin down) in eV: -5.51 / -5.51
Spin multiplicity: 5

XYZ file:
```
69
C20H33N7O7PPm | OMol25 | ωB97M-V/def2-TZVPD
Pm 0.13 -0.50 0.03
P 0.71 -2.85 2.15
O -3.39 5.53 -0.23
O -0.44 0.41 -2.13
O 1.79 -1.79 2.21
O -3.64 -1.31 -0.90
O -4.07 6.47 -2.05
O -0.11 -2.77 0.90
O -1.15 1.30 -0.26
N -1.56 -2.21 3.64
N -0.50 -2.28 -1.80
N -2.25 -1.07 1.00
N 2.31 -1.63 -1.01
N 2.00 1.25 -0.88
N 3.07 -4.01 2.82
N -3.51 5.58 -1.44
C 1.04 1.52 2.09
C 1.92 -2.66 -2.00
C 1.76 -4.42 2.21
C -2.95 4.47 -2.22
C 0.92 2.84 1.66
C -0.06 0.88 2.65
C 2.73 0.60 -1.99
C -2.48 3.43 -4.32
C -1.78 2.39 -2.27
C -0.29 3.50 1.77
C -1.10 1.31 -1.53
C 0.63 -2.32 -2.75
C -2.34 3.43 -1.54
C -3.01 -1.23 0.07
C 3.35 -0.69 -1.47
C -1.85 2.39 -3.66
C -3.03 4.48 -3.60
C -1.28 1.55 2.75
C -0.33 -3.00 3.68
C -1.39 2.86 2.32
H 2.72 -2.81 -2.73
H 2.71 -2.12 -0.21
H 1.93 -4.74 1.18
H 3.52 1.24 -2.40
H 0.49 -3.07 -3.53
H -0.57 -4.06 3.76
H 1.78 3.36 1.27
H 3.98 -1.14 -2.25
H -1.52 -1.45 4.32
H -2.14 1.07 3.21
H -2.30 3.44 -0.47
H -1.40 1.57 -4.21
H 0.06 -0.10 3.10
H -0.37 4.53 1.45
H -2.35 -2.78 3.92
H 3.12 -4.22 3.82
H -2.33 3.38 2.42
H 0.70 -1.34 -3.21
H 1.30 -5.24 2.75
H 2.01 1.04 2.12
H -1.32 -1.93 -2.30
H 3.88 -4.44 2.38
H 3.99 -0.43 -0.62
H -2.54 3.44 -5.40
H -3.53 5.31 -4.10
H 0.30 -2.74 4.53
H 3.08 -2.95 2.69
H -2.21 -1.51 1.93
H 2.02 0.38 -2.79
H 1.76 -3.60 -1.48
H 1.42 1.99 -1.26
H 2.68 1.72 -0.29
H -0.73 -3.23 -1.51
```